C31H44N4P2Pt | the ωB97M-V functional and the def2-TZVPD basis

Results
⟨S²⟩   6.047
Lowest unoccupied orbital energy (spin up / spin down)   -6.15 / -10.10 eV
M   729.7 g/mol
Net charge   +2
Orbital gap (spin up / spin down)   7.4 / 3.0 eV
Multiplicity   5

Element x y z (Å)
Pt (0.062, 1.293, -0.419)
C (-1.440, 1.548, -1.730)
C (-1.387, 0.084, -2.180)
C (-0.427, -0.202, -3.354)
C (0.916, 0.555, -3.350)
C (1.354, 1.262, -2.080)
C (1.102, 2.636, -1.714)
C (0.164, 3.458, -2.536)
C (-1.133, 2.653, -2.763)
C (1.317, 1.744, 1.091)
H (-2.400, 1.774, -1.231)
H (-2.350, -0.318, -2.540)
H (-0.980, 0.086, -4.264)
H (-0.213, -1.267, -3.423)
H (1.727, -0.159, -3.559)
H (0.905, 1.247, -4.210)
H (2.384, 0.976, -1.808)
H (2.066, 3.148, -1.432)
H (0.624, 3.715, -3.514)
H (-0.067, 4.385, -1.974)
H (-1.961, 3.378, -2.782)
H (-1.109, 2.162, -3.731)
H (0.885, 2.706, 1.368)
H (2.332, 1.876, 0.691)
H (1.269, 1.096, 1.955)
P (2.279, -0.944, -0.020)
P (-0.924, -1.035, -0.680)
N (3.905, -0.470, -0.603)
N (2.795, -1.959, 1.267)
N (-4.174, 0.676, -0.371)
N (-2.229, -2.089, 0.356)
C (1.706, -2.086, -1.317)
C (0.168, -2.397, -1.281)
C (4.415, 0.836, -0.603)
C (5.763, 0.779, -0.927)
C (6.073, -0.597, -1.159)
C (4.936, -1.344, -0.963)
C (3.028, -1.425, 2.555)
C (3.886, -2.276, 3.218)
C (4.214, -3.362, 2.334)
C (3.517, -3.154, 1.159)
C (-4.381, 1.924, 0.179)
C (-5.468, 2.562, -0.486)
C (-5.974, 1.629, -1.438)
C (-5.124, 0.492, -1.339)
C (-3.601, -2.012, 0.580)
C (-3.908, -2.549, 1.832)
C (-2.677, -2.942, 2.425)
C (-1.667, -2.647, 1.504)
H (2.269, -3.027, -1.218)
H (1.965, -1.674, -2.311)
H (-0.135, -2.867, -2.238)
H (-0.035, -3.137, -0.500)
H (3.773, 1.687, -0.447)
H (6.402, 1.626, -0.991)
H (7.051, -0.970, -1.426)
H (4.769, -2.422, -1.021)
H (2.582, -0.470, 2.810)
H (4.254, -2.127, 4.225)
H (4.912, -4.162, 2.531)
H (3.482, -3.725, 0.248)
H (-3.764, 2.314, 0.963)
H (-5.764, 3.597, -0.298)
H (-6.796, 1.733, -2.134)
H (-5.192, -0.385, -1.972)
H (-4.265, -1.605, -0.167)
H (-4.900, -2.631, 2.266)
H (-2.527, -3.374, 3.400)
H (-0.600, -2.808, 1.592)
C (-2.248, 1.324, 3.767)
C (-1.019, 0.940, 2.918)
C (-0.442, -0.350, 3.498)
C (-1.322, 0.934, 1.402)
H (-3.082, 0.622, 3.617)
H (-2.600, 2.337, 3.535)
H (-2.005, 1.312, 4.844)
H (-0.276, 1.734, 3.065)
H (-1.166, -1.181, 3.451)
H (0.469, -0.679, 2.987)
H (-0.203, -0.232, 4.567)
H (-1.620, 1.975, 1.114)
H (-2.168, 0.242, 1.187)

Force components x, y, z for each atom (eV/Å):
Pt 0.6517 -1.7810 2.2680
C -2.3115 0.7770 -1.4725
C -0.4711 -0.7577 -0.5075
C 0.1161 0.2720 -0.0274
C 0.0000 -0.1831 -0.2875
C 1.1696 1.2992 -0.2386
C 1.9153 -0.7392 -1.5814
C -0.7064 0.0540 0.4527
C -0.4385 0.1632 -0.1805
C 1.3174 1.2641 0.8507
H 0.6951 -0.3784 -0.0439
H -0.2777 0.3878 0.4453
H 0.1593 -0.2993 0.3128
H -0.3162 0.0729 -0.1954
H -0.3288 0.2595 -0.1765
H 0.1899 0.0149 0.4928
H -0.7367 -0.0345 -0.0206
H -1.3424 -0.3789 0.6361
H -0.1024 0.0404 0.6265
H 0.1472 -0.3494 -0.5360
H 0.1166 -0.4657 -0.0433
H -0.0261 0.2141 -0.3385
H 0.3285 0.2541 0.1857
H -0.4207 0.0275 0.4946
H 0.1445 -0.2489 -0.1565
P 2.8892 -0.3270 0.1155
P -1.2024 -1.3663 1.1116
N -1.5476 0.2744 -0.0003
N -0.8889 0.2858 0.6804
N 0.0892 0.0390 -0.0525
N 0.8474 1.1873 -1.4489
C -0.7130 -0.3303 -0.6909
C 0.3169 -0.5168 0.4360
C 1.0294 -0.4799 -0.2735
C -1.8576 -0.7295 0.2585
C -0.2910 -0.0126 0.1385
C 0.3790 0.0961 0.0591
C 0.1593 -0.4608 -0.9858
C -0.0361 -0.0512 -0.4713
C -0.6121 0.8262 -0.3995
C 0.4733 0.0269 0.7664
C -0.6410 -1.9909 -1.8750
C -1.5259 -0.5112 -1.7308
C 0.5167 2.4361 1.5212
C 1.0377 0.8765 1.4516
C -0.0223 0.0346 -0.0152
C 0.7329 0.4739 -0.8736
C 1.0331 0.4411 -1.2505
C -0.5181 -0.5175 1.2462
H -0.2780 0.2339 -0.1189
H 0.0470 -0.0263 0.6688
H -0.0363 0.3425 0.5533
H 0.1579 -0.1492 -0.1714
H 0.2366 -0.0780 0.1508
H 0.4182 0.3433 -0.1038
H -0.1268 -0.1251 -0.0266
H 0.1773 0.6460 -0.0077
H 0.2287 -0.3042 0.1393
H -0.0619 -0.0646 -0.1744
H -0.2454 -0.0599 0.0223
H 0.0824 -0.1368 0.1405
H 0.1442 0.0233 0.2660
H -0.2141 -0.5505 -0.1388
H 0.0726 0.1770 0.1863
H 0.1769 -0.1053 0.2452
H 0.2589 -0.1739 0.2584
H 0.2492 -0.0658 -0.2520
H 0.0092 -0.1134 -0.0564
H -0.1389 0.0442 0.0006
C -0.4998 0.1646 -0.2072
C 0.9810 0.2456 -0.1725
C -0.0929 -0.6112 0.2093
C -1.7096 0.5978 0.9690
H 0.2323 0.1523 -0.0294
H 0.0029 -0.1860 -0.0094
H 0.0983 -0.0429 -0.5379
H -0.1886 -0.1150 0.2069
H 0.2873 0.4988 -0.0776
H -0.1516 0.0114 -0.0057
H 0.0193 0.1738 -0.4103
H 0.1089 -0.4047 -0.0295
H 0.6338 0.4699 -0.1631

Mulliken atomic charge list, values in e, 4 entries: 1.203 0.267 -0.173 -1.312